Density functional theory data (the ωB97M-V functional and the def2-TZVPD basis) for 2 unconnected molecules or ions with the total composition C3H9NO.

Structure (XYZ):
```
14
Properties=species:S:1:pos:R:3:forces:R:3
N 1.119975 -1.134701 -0.763145 -3.160 -2.744 1.303
C 0.697485 0.200339 -1.029815 1.161 -0.942 -3.915
C -0.826026 1.921953 -0.076301 2.209 -1.102 -1.557
C -0.592896 0.625877 -0.471102 -2.145 0.877 0.465
H 1.997887 -1.276868 -0.394301 2.236 0.220 1.006
H 0.465935 -1.612317 -0.087153 0.914 0.786 -0.822
H 0.678298 0.006900 -2.274100 -0.588 2.048 2.587
H 1.507884 0.887097 -0.797620 -0.129 0.461 -0.148
H -1.830193 2.217587 0.202176 0.257 0.303 0.218
H 0.078516 2.700759 -0.213291 -2.386 -1.729 0.593
H -1.426579 -0.209937 -0.470028 1.682 1.954 0.197
H -0.430971 -2.190148 2.093944 0.278 0.195 0.016
H -1.144678 -0.921587 2.286727 -1.480 0.803 0.515
O -0.294642 -1.214952 1.994003 1.152 -1.130 -0.459
```
Positions in Å, forces in eV/Å.

For the energy above the lowest of the compared OMol25 structures with the same formula, charge and spin, the calculation gives 39.77 kcal per mole. Its calculated total energy is -249.57281 Ha. Its spin multiplicity is 2. The strongest force on any atom comes out at 4.384 eV/A. For the gap between HOMO and LUMO (alpha / beta), the calculation gives 3.0 / 9.0 eV. As for the expectation value of S²: 0.751. The value obtained for the LUMO energy (alpha / beta) is 4.1 / 4.0 eV. As for the total charge: -1.



Density functional theory data (the ωB97M-V functional and the def2-TZVPD basis) for 2 unconnected molecules or ions with the total composition C3H9NO.

Structure (XYZ):
```
14
Properties=species:S:1:pos:R:3:forces:R:3
C 3.144634 -2.856963 1.674702 -0.279 -1.160 1.057
C 3.514568 -3.495685 0.372510 -0.164 0.238 -0.163
O 4.587987 -3.398359 -0.155980 0.131 -0.059 0.062
H 3.925763 -2.968231 2.429291 0.320 0.486 -0.360
H 2.300852 -3.376617 2.137310 -0.176 -0.075 -0.327
H 2.816070 -1.842899 1.554189 0.172 0.674 -0.165
H 2.696810 -4.050972 -0.121879 -0.005 -0.105 -0.104
C -3.428961 3.382546 -1.624008 -1.103 1.282 -0.081
N -3.137450 2.478082 -0.560871 1.536 -1.007 1.061
H -2.709568 3.364076 -2.437579 0.103 -0.461 0.036
H -3.493190 4.437019 -1.320077 0.087 0.054 0.040
H -4.419810 3.141397 -2.007754 0.050 -0.041 -0.335
H -3.625754 2.616479 0.312758 -0.678 0.290 -0.338
H -2.171946 2.570128 -0.252618 0.006 -0.117 -0.382
```
Positions in Å, forces in eV/Å.

For the energy above the lowest of the compared OMol25 structures with the same formula, charge and spin, the calculation gives 34.72 kcal per mole. Its calculated total energy is -249.65837 Ha. Its spin multiplicity is 1. The strongest force on any atom comes out at 2.121 eV/A. For the gap between HOMO and LUMO, the calculation gives 10.3 eV. The structure (SMILES) is CC=O.CN. The value obtained for the LUMO energy is 1.1 eV. As for the total charge: 0.



Density functional theory data (the ωB97M-V functional and the def2-TZVPD basis) for 2 unconnected molecules or ions with the total composition C3H9NO.

Structure (XYZ):
```
14
Properties=species:S:1:pos:R:3:forces:R:3
C 0.955910 -0.902147 1.765608 0.034 0.012 0.131
O 2.068590 -0.963239 1.324097 0.031 -0.020 -0.152
H 0.781206 -0.694950 2.834144 -0.063 0.051 0.086
H 0.058413 -1.052406 1.147585 0.025 -0.003 -0.095
C 0.195676 0.917958 -1.504150 -0.273 -0.288 -0.144
N -0.885104 0.961001 -0.538838 -0.150 -0.289 0.457
C -1.868023 -0.123773 -0.641379 0.209 0.740 -0.283
H 0.778840 0.006859 -1.338956 0.169 0.226 0.095
H -0.149314 0.864176 -2.549225 -0.021 0.156 0.015
H 0.825119 1.797431 -1.382853 0.124 -0.107 -0.007
H -1.351305 1.852240 -0.505691 0.118 0.090 -0.163
H -1.644434 -0.738034 -1.510346 0.018 -0.301 0.006
H -2.855136 0.300420 -0.813077 -0.219 -0.114 0.093
H -1.901768 -0.731185 0.262737 -0.001 -0.154 -0.038
```
Positions in Å, forces in eV/Å.

For the energy above the lowest of the compared OMol25 structures with the same formula, charge and spin, the calculation gives 46.07 kcal per mole. Its calculated total energy is -249.64028 Ha. Its spin multiplicity is 1. The strongest force on any atom comes out at 0.819 eV/A. For the gap between HOMO and LUMO, the calculation gives 9.8 eV. The structure (SMILES) is C=O.CNC. The value obtained for the LUMO energy is 1.0 eV. As for the total charge: 0.



Density functional theory data (the ωB97M-V functional and the def2-TZVPD basis) for 2 unconnected molecules or ions with the total composition C3H9NO.

Structure (XYZ):
```
14
Properties=species:S:1:pos:R:3:forces:R:3
C -1.259198 0.171007 -0.903854 -2.543 0.602 -0.870
C -0.062733 0.673189 -0.753795 3.047 -0.149 -0.419
N 1.156964 -0.031211 -0.497569 -0.606 3.970 -0.227
C 2.220227 0.897562 -0.031382 -0.703 -0.395 -1.046
H -1.777044 -0.699903 -0.645314 1.027 -2.273 0.771
H -2.108092 0.575947 -1.437004 0.442 1.837 -0.093
H 0.277943 1.714990 -0.995177 -1.233 -0.934 -0.152
H 1.147589 -0.884059 -0.040190 -0.365 -1.837 1.006
H 3.124643 0.323843 -0.076596 0.845 0.266 -0.362
H 2.176966 1.821955 -0.655677 0.567 -0.994 0.034
H 2.146894 1.282612 0.961074 -0.505 -0.037 1.114
O -1.891260 -1.437078 1.720438 -1.227 0.383 1.918
H -1.524894 -2.284221 1.476660 0.467 0.735 -1.059
H -1.822453 -0.586613 1.265890 0.785 -1.173 -0.616
```
Positions in Å, forces in eV/Å.

For the energy above the lowest of the compared OMol25 structures with the same formula, charge and spin, the calculation gives 63.40 kcal per mole. Its calculated total energy is -249.61266 Ha. Its spin multiplicity is 1. The strongest force on any atom comes out at 4.022 eV/A. For the gap between HOMO and LUMO, the calculation gives 9.5 eV. The structure (SMILES) is C=CNC.O. The value obtained for the LUMO energy is 1.0 eV. As for the total charge: 0.



Density functional theory data (the ωB97M-V functional and the def2-TZVPD basis) for 2 unconnected molecules or ions with the total composition C3H9NO.

Structure (XYZ):
```
14
Properties=species:S:1:pos:R:3:forces:R:3
C -0.485236 0.658084 1.524721 -1.084 1.276 -0.745
C -0.002983 0.811193 0.285119 0.894 -2.754 0.603
C 1.264093 0.086444 -0.202393 -0.090 1.296 -0.306
N 1.830820 0.881820 -1.324753 0.338 -1.668 1.299
H -1.259590 1.376740 1.797988 -0.437 -0.678 0.041
H -0.283870 -0.118496 2.250435 1.043 0.401 0.158
H -0.617586 1.109449 -0.557724 0.098 1.322 0.343
H 1.013656 -0.946258 -0.451384 0.183 0.036 -0.461
H 2.062605 0.065483 0.539790 -0.451 -0.197 0.490
H 1.506013 1.819682 -1.266873 -0.233 0.462 -0.731
H 1.816908 0.385805 -2.187706 -0.283 0.443 -0.680
O -2.705916 -1.980005 -0.185949 1.299 -0.438 -0.099
H -2.070314 -2.554091 -0.653944 -0.796 0.046 -0.164
H -2.068594 -1.595855 0.432674 -0.480 0.454 0.252
```
Positions in Å, forces in eV/Å.

For the energy above the lowest of the compared OMol25 structures with the same formula, charge and spin, the calculation gives 53.59 kcal per mole. Its calculated total energy is -249.62829 Ha. Its spin multiplicity is 1. The strongest force on any atom comes out at 2.957 eV/A. For the gap between HOMO and LUMO, the calculation gives 9.8 eV. The structure (SMILES) is C=CCN.O. The value obtained for the LUMO energy is 0.7 eV. As for the total charge: 0.



Density functional theory data (the ωB97M-V functional and the def2-TZVPD basis) for 2 unconnected molecules or ions with the total composition C3H9NO.

Structure (XYZ):
```
14
Properties=species:S:1:pos:R:3:forces:R:3
C 1.457932 -2.663743 0.850578 0.724 0.436 -0.213
O 1.303598 -3.835728 0.676796 -0.197 -0.015 0.083
H 2.428466 -2.151398 0.703992 0.165 -0.284 -0.065
H 0.685778 -1.952358 1.151894 -0.671 -0.148 0.190
C -1.707099 0.916005 -0.842617 -0.105 -1.183 0.700
N -0.466752 0.461161 -0.235694 -0.121 -0.107 -1.045
C 0.570461 1.431612 0.022730 -0.478 0.014 0.177
H -2.392089 1.349913 -0.111796 -0.051 0.694 -0.068
H -2.257252 0.035739 -1.197802 0.191 0.128 -0.260
H -1.502659 1.563137 -1.687273 -0.076 0.203 0.004
H -0.584875 -0.286685 0.420331 0.015 0.153 0.249
H 0.701302 1.592893 1.092763 0.360 0.034 0.121
H 1.505827 1.142714 -0.462107 0.132 0.120 0.203
H 0.257361 2.396738 -0.381796 0.111 -0.043 -0.078
```
Positions in Å, forces in eV/Å.

For the energy above the lowest of the compared OMol25 structures with the same formula, charge and spin, the calculation gives 51.11 kcal per mole. Its calculated total energy is -249.63225 Ha. Its spin multiplicity is 1. The strongest force on any atom comes out at 1.379 eV/A. For the gap between HOMO and LUMO, the calculation gives 9.3 eV. The structure (SMILES) is C=O.CNC. The value obtained for the LUMO energy is 0.8 eV. As for the total charge: 0.



Density functional theory data (the ωB97M-V functional and the def2-TZVPD basis) for 2 unconnected molecules or ions with the total composition C3H9NO.

Structure (XYZ):
```
14
Properties=species:S:1:pos:R:3:forces:R:3
C 1.820749 -0.217205 -1.652201 -2.354 0.033 -1.007
C 1.220790 0.479358 -0.482422 4.251 1.761 2.762
O 1.108912 1.710546 -0.392113 -0.710 -2.690 -0.623
H 1.435656 -1.231682 -1.683349 -0.184 -0.181 -0.324
H 2.867664 -0.323964 -1.565757 1.273 0.217 0.571
H 1.596764 0.346738 -2.555271 0.019 -0.214 -0.232
H 1.480788 -0.151384 0.504027 -1.586 1.069 -1.430
C -1.975515 -0.537539 1.216178 0.471 -3.049 -0.595
N -1.249327 0.634556 0.901124 -0.285 0.822 0.747
H -1.749932 -1.365474 0.451596 -0.110 0.905 1.085
H -3.081604 -0.494384 1.172351 0.344 0.412 0.319
H -1.636935 -0.955656 2.253310 -0.758 0.662 -1.769
H -1.087871 1.131811 1.742798 0.532 0.923 0.072
H -0.750143 0.974284 0.089735 -0.902 -0.670 0.423
```
Positions in Å, forces in eV/Å.

For the energy above the lowest of the compared OMol25 structures with the same formula, charge and spin, the calculation gives 58.94 kcal per mole. Its calculated total energy is -249.61977 Ha. Its spin multiplicity is 1. The strongest force on any atom comes out at 5.367 eV/A. For the gap between HOMO and LUMO, the calculation gives 8.9 eV. The structure (SMILES) is CC=O.CN. The value obtained for the LUMO energy is 0.5 eV. As for the total charge: 0.



Density functional theory data (the ωB97M-V functional and the def2-TZVPD basis) for a single C3H9NO molecule.

Structure (XYZ):
```
14
Properties=species:S:1:pos:R:3:forces:R:3
C 0.229714 0.421141 -2.260910 0.039 0.493 2.797
N 0.309775 -0.326383 -0.929783 -1.615 0.500 -1.002
C -0.442282 0.403537 0.077169 0.046 -0.230 0.644
O 0.232608 0.284538 1.334078 -0.308 -0.073 -0.313
C 0.085448 -0.804691 2.273734 -1.876 0.908 -0.974
H 0.463808 -0.115583 -3.163582 0.248 -0.424 0.035
H -0.804543 0.805544 -2.303648 0.253 -0.542 -0.217
H 0.810957 1.337561 -2.121600 0.336 -0.010 -0.636
H 1.135070 -0.568804 -0.411478 1.118 0.298 -1.124
H -0.536586 1.491601 -0.033486 0.681 0.108 -0.462
H -1.487784 0.094371 0.001530 -0.216 -0.560 0.848
H 0.712234 -1.681943 2.019033 -0.288 0.520 0.349
H -1.017489 -1.067818 2.314950 1.234 -0.149 -0.016
H 0.309069 -0.273073 3.203994 0.347 -0.838 0.071
```
Positions in Å, forces in eV/Å.

For the energy above the lowest of the compared OMol25 structures with the same formula, charge and spin, the calculation gives 55.17 kcal per mole. Its calculated total energy is -249.62577 Ha. Its spin multiplicity is 1. The strongest force on any atom comes out at 2.841 eV/A. For the gap between HOMO and LUMO, the calculation gives 9.7 eV. The structure (SMILES) is CNCOC. The value obtained for the LUMO energy is 1.1 eV. As for the total charge: 0.